A cluster of 11 separate species, C18H44N8O32S7 in total. Source: the OMol25 dataset; level of theory: ωB97M-V/def2-TZVPD.

Properties
Strongest force on any atom: 9.1 eV/A
Energy above the lowest of the compared OMol25 structures with the same formula, charge and spin: 74.1 kJ/mol
Spin multiplicity: 1
SMILES: O=S1(=O)OCCO1.O=S1(=O)OCCO1.O=S1(=O)OCCO1.O=S1(=O)OCCO1.O=S1(=O)OCCO1.O=S1(=O)OCCO1.O=S1(=O)OCCO1.NC(N)=O.NC(N)=O.NC(N)=O.NC(N)=O
DFT total energy: -6345.07866 a.u.
Orbital gap: 0.3264 hartree
Molecular weight: 1109.0 g mol⁻¹
HOMO level: -9.146 eV

Geometry as XYZ:
```
109
Properties=species:S:1:pos:R:3:forces:R:3
C -13.27110 -16.50716 12.65880 1.5 -3.6 0.5
O -12.71353 -17.20500 13.43583 2.5 -1.3 3.8
N -13.41341 -15.24198 12.63265 -0.5 5.8 0.3
N -13.79698 -17.06027 11.61334 -3.5 -1.0 -5.1
H -13.94842 -14.92004 11.83880 0.2 0.9 0.3
H -13.02276 -14.61456 13.32101 -0.3 -0.4 -0.1
H -14.41221 -16.41389 11.14027 -0.1 -0.8 -0.9
H -13.68236 -17.97594 11.20282 0.2 0.2 0.9
C -9.05627 -11.81773 11.87269 3.8 1.9 -0.5
O -7.82106 -11.85527 11.64026 -2.1 -0.4 0.9
N -9.65400 -10.88115 12.62840 0.1 1.2 1.5
N -9.95956 -12.55187 11.29114 -1.2 -2.8 -1.7
H -9.05740 -10.24292 13.13519 -0.4 -0.1 -0.2
H -10.61665 -10.68928 12.39048 0.0 0.5 0.5
H -10.93997 -12.43528 11.50405 0.2 -0.2 -0.3
H -9.58758 -13.26799 10.68379 -0.5 0.1 -0.1
C -13.54878 -10.50187 12.07980 2.0 2.8 0.2
O -12.45917 -10.58732 11.55490 1.7 0.0 -1.8
N -14.19334 -9.45042 12.46012 -1.1 5.9 -0.5
N -14.16514 -11.43517 12.63055 -2.4 -8.6 1.5
H -15.04707 -9.60649 12.97672 0.2 1.1 -0.3
H -13.95340 -8.54167 12.09036 -0.4 0.0 0.3
H -15.03970 -11.29656 13.11638 0.4 -0.9 0.0
H -13.72612 -12.33027 12.46884 -0.7 -0.4 0.7
C -15.93647 -14.00366 9.52307 0.5 -0.6 -0.1
O -15.16741 -14.78343 10.06393 1.3 -0.4 1.4
N -16.17893 -12.77176 9.88573 -0.1 1.7 1.6
N -16.53983 -14.36085 8.41667 -0.9 -1.0 -1.6
H -16.86200 -12.24444 9.36092 0.5 0.6 0.5
H -15.62952 -12.45602 10.67221 -0.5 0.7 -0.1
H -17.36586 -13.85258 8.13485 0.3 -0.7 -0.8
H -16.12457 -15.21693 8.07787 -1.1 0.0 -0.7
C -16.86826 -5.60297 15.40913 -0.7 -0.6 -0.9
C -17.51954 -5.71892 14.04421 -2.9 -0.3 0.9
O -16.63822 -5.17769 13.16388 4.0 0.2 -1.6
S -15.05779 -5.50286 13.65391 -1.0 0.9 0.8
O -14.50166 -4.17208 13.85784 -0.5 -2.5 -0.1
O -14.32713 -6.47306 12.84743 -1.5 1.5 1.8
O -15.61635 -6.22882 15.09983 2.1 1.0 -1.6
H -17.39417 -6.22633 16.13228 0.4 0.4 0.0
H -16.74334 -4.56248 15.70893 0.1 -0.1 0.2
H -18.43637 -5.14445 13.91191 0.0 0.2 0.4
H -17.80571 -6.72507 13.73782 0.3 -0.3 0.4
C -18.73882 -9.78169 17.37140 -0.1 1.3 0.4
C -17.56938 -8.74219 17.27344 -0.4 -3.5 3.3
O -17.65019 -8.37681 16.00859 0.4 1.6 -5.3
S -17.82562 -9.60634 14.97208 -1.4 0.1 -1.1
O -16.53152 -10.31112 14.81262 -3.1 1.6 0.1
O -18.62819 -9.09988 13.79952 3.0 -1.9 3.9
O -18.82280 -10.40918 16.06711 1.3 0.7 -1.0
H -19.58204 -9.11979 17.56879 -0.7 -0.7 -0.4
H -18.64910 -10.52815 18.16059 0.2 0.0 -0.3
H -16.69971 -9.37084 17.46464 0.8 0.8 0.3
H -17.72609 -7.86972 17.90772 0.3 -0.3 0.1
C -17.26588 -14.22074 13.59503 1.6 -0.9 -2.3
C -17.03385 -15.56600 14.21271 -1.4 -1.6 1.1
O -16.20531 -15.38337 15.33806 2.0 2.0 1.7
S -15.65927 -13.82007 15.47872 -0.6 -0.5 -1.6
O -14.44193 -13.60543 14.66713 -2.8 -0.4 2.4
O -15.82016 -13.32995 16.83025 0.6 -0.9 -2.2
O -16.94805 -13.29593 14.59960 0.4 1.1 0.6
H -18.19544 -14.08908 13.04124 -0.5 0.3 1.1
H -16.56554 -14.22475 12.75982 0.6 0.9 -0.1
H -16.56146 -16.39573 13.68689 -0.2 0.5 -0.9
H -17.98348 -15.92519 14.60931 0.0 -0.3 0.1
C -13.17501 -8.49323 7.39778 2.5 -1.2 -1.1
C -13.04780 -9.56570 8.47728 1.8 0.5 1.2
O -14.24243 -10.22131 8.48150 -3.7 -2.1 -1.2
S -14.73269 -10.42698 6.86606 2.4 0.4 1.6
O -16.15077 -10.62473 6.79812 1.3 0.6 0.1
O -13.82468 -11.38184 6.22434 -1.7 2.1 1.0
O -14.26778 -8.85344 6.60673 -3.2 -1.5 -1.2
H -12.38573 -8.64174 6.66083 0.8 0.7 0.6
H -13.17288 -7.47127 7.77681 -0.6 -0.2 -0.2
H -12.86202 -9.10638 9.44816 -0.4 0.0 0.1
H -12.30318 -10.35936 8.41612 0.7 0.6 -0.8
C -12.83534 -13.29144 8.84576 2.2 -0.9 0.4
C -12.24544 -14.73448 9.07158 -1.9 -0.3 -0.2
O -11.69790 -15.03717 7.78777 1.8 0.9 -0.4
S -10.82148 -13.72446 7.27416 -1.4 0.1 -2.0
O -11.25311 -13.51526 5.89534 0.7 -0.3 2.4
O -9.39888 -13.71153 7.53659 -2.2 -0.3 0.5
O -11.60676 -12.74346 8.29784 1.1 0.8 -1.2
H -12.96995 -12.62322 9.69633 -0.3 -0.5 0.3
H -13.65810 -13.19337 8.13755 0.1 -0.4 -0.1
H -12.99399 -15.51491 9.20833 0.0 0.3 0.2
H -11.47855 -14.84547 9.83818 -0.1 0.5 0.2
C -9.09683 -7.49254 11.25496 1.8 -0.3 0.9
C -10.55347 -7.45969 11.67836 -1.0 0.6 -0.5
O -11.26363 -7.07136 10.46970 0.6 1.0 -1.6
S -10.23448 -6.57628 9.21800 0.8 -0.5 2.0
O -9.79119 -5.20210 9.29017 -1.1 -1.5 0.2
O -10.80219 -7.06690 7.99185 0.8 0.2 1.4
O -8.98628 -7.48560 9.83201 -1.7 0.5 -1.2
H -8.51223 -8.33483 11.62491 -0.6 -0.6 -0.4
H -8.46573 -6.69968 11.65643 -0.6 0.8 -0.1
H -10.81677 -6.74759 12.46046 0.6 0.4 -0.1
H -11.04341 -8.36759 12.03015 0.5 -0.5 -0.5
C -15.45125 -5.76898 10.30656 -0.4 0.4 -2.9
C -15.97836 -5.80574 8.81433 -0.5 1.8 0.9
O -17.25486 -6.49919 8.82722 0.7 -0.4 1.2
S -17.32931 -7.44586 10.13708 -1.2 1.7 0.7
O -17.32308 -8.80305 9.70109 0.1 0.5 0.7
O -18.34205 -6.92865 11.06059 1.6 -1.2 -1.8
O -15.89744 -7.01206 10.74378 -0.2 -1.8 1.0
H -15.88712 -4.91078 10.81802 -0.3 -0.3 0.2
H -14.36905 -5.63879 10.30574 0.0 -0.6 0.3
H -15.33884 -6.22255 8.03626 0.0 -0.1 0.3
H -16.24355 -4.76054 8.65515 0.2 -0.1 -0.9
```
Forces are in eV/Å.

Mulliken population analysis, charges in e, atoms 1 to 8:
1. C 0.583
2. O -0.714
3. N 0.330
4. N -0.229
5. H -0.196
6. H 0.095
7. H 0.109
8. H 0.198

***

A structure of composition C14H23N2PRe. Source: the OMol25 dataset; level of theory: ωB97M-V/def2-TZVPD.

Properties
Strongest force on any atom: 5.9 eV/A
Spin multiplicity: 4
DFT total energy: -1075.59294 a.u.
Orbital gap (alpha / beta): 0.2793 / 0.2059 hartree
Molecular weight: 436.5 g mol⁻¹
HOMO level (alpha / beta): -16.588 / -16.813 eV
Expectation value of S²: 3.79
Charge: +2

Geometry as XYZ:
```
41
Properties=species:S:1:pos:R:3:forces:R:3
C -2.79816 0.19552 -4.09322 0.8 2.6 1.0
C -2.59610 -1.02411 -3.42936 0.1 -0.9 0.6
C -1.86443 -1.09766 -2.22797 -0.1 1.7 0.2
C -1.36464 0.09562 -1.69223 1.2 -1.9 0.7
C -1.58544 1.33559 -2.32575 0.3 1.1 -0.3
C -2.29158 1.38128 -3.52964 -0.9 -0.8 -1.4
C -1.67414 -2.37530 -1.52047 -0.4 -1.8 0.5
C -0.23446 -2.88393 -1.34108 0.1 0.7 -0.1
N 0.76966 -1.78897 -1.10928 0.3 -0.7 0.1
Re 0.11366 -0.01590 -0.03618 -2.5 -3.9 3.7
C -0.88221 2.51134 -1.74978 0.8 -0.2 0.3
P 0.81666 1.83095 -1.05350 -1.0 4.3 -2.6
H -2.99585 -1.93967 -3.86194 0.0 0.1 0.0
H -2.39565 2.34036 -4.03135 -0.2 -0.2 0.0
H -3.33914 0.24256 -5.00876 -0.3 -0.1 -0.6
H -1.38634 2.92642 -0.85765 0.0 -0.2 -0.3
H -0.69079 3.31734 -2.46910 -0.2 -0.2 0.2
H -2.15243 -2.37208 -0.51071 0.1 0.2 -0.8
H -2.18867 -3.16938 -2.10285 0.1 0.3 0.6
H -0.18867 -3.56360 -0.49072 -0.1 0.0 -0.1
C 1.49439 3.22536 -0.15104 0.1 -0.4 0.7
C 1.72690 1.98096 -2.64058 0.7 -1.1 -0.3
H 0.11567 -3.40683 -2.22330 -0.1 -0.3 -0.2
C 1.35083 -1.36582 -2.41789 -0.1 -0.3 0.0
C 1.88350 -2.40516 -0.30409 -0.2 -0.5 -0.3
H -0.74816 1.23851 0.45521 -0.9 1.0 0.3
H 1.80923 -2.26554 -2.83104 0.1 0.2 -0.3
H 0.56084 -1.01209 -3.09358 0.4 0.0 0.2
H 2.12952 -0.61223 -2.26051 -0.2 -0.2 -0.1
H 2.40248 -3.13354 -0.94763 -0.1 0.1 0.4
H 2.55769 -1.63873 0.02359 0.5 0.2 0.0
H 1.46039 -2.90291 0.56942 0.1 0.1 -0.1
H 1.76374 2.99727 -3.03441 -0.3 0.2 0.6
H 2.76486 1.67322 -2.50600 0.1 0.0 0.1
H 1.33597 1.37222 -3.45604 -0.2 -0.2 0.2
H 1.63376 4.10755 -0.77060 -0.1 -0.1 -0.2
H 0.83975 3.46080 0.68714 0.1 0.0 0.1
H 2.46491 2.90096 0.23051 0.0 0.2 0.1
H 1.48138 0.02865 0.82968 1.7 0.6 -0.1
N -0.16519 -0.10068 3.30708 0.6 -0.1 -2.6
C 0.06616 -0.08824 2.14992 -0.5 0.4 -0.1
```
Forces are in eV/Å.

Mulliken population analysis, charges in e, atoms 1 to 8:
1. C -0.856
2. C -0.543
3. C 0.422
4. C 0.850
5. C 0.819
6. C -0.717
7. C -1.073
8. C -0.456

***

A cluster of 2 separate species, C3H3NO2 in total. Source: the OMol25 dataset; level of theory: ωB97M-V/def2-TZVPD.

Properties
Strongest force on any atom: 6.8 eV/A
Energy above the lowest of the compared OMol25 structures with the same formula, charge and spin: 931.3 kJ/mol
Spin multiplicity: 1
DFT total energy: -321.02292 a.u.
Orbital gap (alpha / beta): 0.3011 / 0.3012 hartree
Molecular weight: 85.1 g mol⁻¹
HOMO level (alpha / beta): -10.696 / -10.697 eV

Geometry as XYZ:
```
9
Properties=species:S:1:pos:R:3:forces:R:3
C -1.38237 -0.50501 -1.97552 -0.6 -0.7 -2.1
C -0.48109 -0.25531 -1.23531 3.2 1.0 4.0
C 1.03965 0.18582 0.46509 -1.0 -2.1 -6.4
N 0.15637 0.29026 1.54543 -1.6 1.3 2.8
O 0.07994 -0.55541 2.43435 0.7 0.0 -1.4
O -0.46426 1.34569 1.58360 0.2 -0.3 -0.2
H -1.84652 -0.82205 -2.90860 -0.1 0.3 0.9
H 1.34579 1.08624 -0.10919 -0.3 -0.5 1.3
H 1.55248 -0.77023 0.20017 -0.4 0.9 1.1
```
Forces are in eV/Å.

Mulliken population analysis, charges in e, atoms 1 to 8:
1. C -0.083
2. C -0.456
3. C -0.413
4. N 0.847
5. O -0.503
6. O -0.448
7. H 0.339
8. H 0.351